--- A ---
130
Properties=species:S:1:pos:R:3:lowdin_charge:R:1 method="wB97M-V/def2-TZVPD" homo_lumo_gap_ev=4.625 lumo_ev=3.7190 homo_ha=-0.0333 charge=-2
Tl 0.54 0.67 -1.23 0.796
Br -5.60 -3.52 -3.29 0.677
Ge 2.17 -2.58 0.10 0.689
O -2.16 1.36 -2.58 -0.074
O -1.14 -0.73 -3.69 -0.105
O 0.93 0.27 5.02 0.131
N 0.68 -1.29 0.07 -0.292
N -2.09 3.77 2.81 -0.136
N 0.07 -1.32 6.26 0.119
N 1.45 -1.32 6.44 0.119
N -3.89 2.30 -0.84 0.191
N -0.49 4.35 1.44 0.098
N -1.51 4.84 3.39 0.094
N 2.69 1.13 0.46 0.061
N -5.96 1.48 -0.94 0.168
N 4.66 0.23 1.09 0.161
N 4.43 1.42 1.71 -0.166
N 2.15 0.43 -3.93 0.013
N -0.34 2.07 -4.40 0.026
C -0.19 -0.38 5.43 -0.305
C -1.30 2.71 -5.11 -0.215
C -4.34 4.25 0.71 -0.053
C 3.27 -1.70 -4.47 -0.204
C -2.92 1.68 3.87 -0.191
C 2.41 -2.80 2.08 -0.219
C -2.94 0.28 -2.73 -0.222
C -1.09 2.65 -6.49 -0.143
C 2.89 -4.32 -5.39 -0.100
C 3.74 -2.09 -5.72 -0.059
C 5.26 1.85 2.80 -0.101
C -1.78 -1.28 -0.30 -0.087
C 2.42 -3.95 -4.14 -0.082
C -1.46 3.49 1.65 -0.175
C 3.86 -3.93 -0.16 -0.280
C 5.94 0.61 4.90 -0.040
C -2.49 -0.92 4.78 -0.026
C -0.89 -2.80 1.40 -0.068
C 3.30 -0.01 5.44 -0.131
C -6.98 3.19 0.60 -0.033
C 5.62 -0.14 6.02 -0.075
C 3.27 1.93 1.30 -0.173
C 1.20 -3.84 -1.18 -0.234
C -4.21 0.24 -2.17 -0.078
C 3.58 0.08 0.33 -0.404
C -4.72 1.34 -1.34 -0.238
C -0.80 -0.36 1.80 -0.066
C -0.45 -1.74 -4.41 -0.030
C 3.43 -0.29 -3.97 -0.198
C 1.91 -0.39 5.68 -0.298
C -6.68 4.31 1.35 -0.116
C -5.01 -0.91 -2.34 -0.091
C 3.62 0.75 4.33 0.047
C 1.72 0.84 -5.07 -0.150
C -5.95 2.58 -0.11 -0.237
C -1.48 0.03 4.88 -0.160
C -4.51 -1.97 -3.04 -0.679
C 0.50 1.56 -5.35 -0.355
C 3.43 -1.08 -0.56 -0.218
C -0.62 -1.45 0.71 -0.750
C -1.69 1.33 4.43 0.027
C -2.43 -0.87 -3.37 -0.240
C -5.38 4.83 1.41 -0.120
C 4.94 1.06 4.05 -0.185
C -4.65 3.12 -0.04 -0.186
C -3.21 -1.98 -3.56 -0.056
C 4.30 -0.47 6.30 -0.025
C 2.61 -2.65 -3.68 -0.048
C 3.55 -3.39 -6.18 -0.108
C -0.56 5.15 2.53 -0.242
C -3.20 3.10 3.45 -0.081
C -3.70 -0.58 4.20 -0.066
C 0.09 1.90 -6.64 -0.105
C -3.90 0.72 3.73 -0.033
H 2.87 2.86 1.67 0.131
H 6.41 -0.50 6.67 0.098
H -7.98 2.79 0.55 0.102
H -5.19 5.71 2.01 0.098
H -2.91 2.37 -1.09 0.140
H 0.59 1.63 -7.56 0.077
H 2.31 0.65 -5.98 0.120
H -0.91 -1.87 -5.39 0.107
H -4.84 0.98 3.26 0.115
H 4.42 -1.52 -0.70 0.062
H -6.00 -0.92 -1.91 0.099
H 4.04 -1.08 7.15 0.110
H 1.91 -4.66 -3.50 0.084
H -1.71 -0.33 -0.84 -0.008
H 4.15 0.24 -4.60 0.109
H 0.10 5.99 2.70 0.093
H 3.48 -2.79 2.29 -0.004
H -2.10 3.22 -4.60 0.086
H 1.92 -1.99 2.63 -0.016
H -0.45 -2.68 -3.86 0.092
H -4.08 3.14 2.81 0.096
H -2.76 -1.29 0.19 0.085
H 6.31 1.69 2.53 0.121
H 1.87 -4.24 -1.94 -0.043
H 4.72 -3.65 0.46 -0.027
H -7.47 4.80 1.91 0.088
H 3.84 -0.31 -2.96 0.082
H -1.80 -0.36 2.24 0.061
H 0.57 -1.37 -4.52 0.064
H -1.33 1.36 -3.14 0.009
H 2.00 -3.75 2.43 0.002
H 2.24 -2.37 -2.70 0.078
H -0.90 2.06 4.50 0.131
H -1.76 -2.09 -1.04 0.086
H 2.74 -5.33 -5.75 0.091
H 4.20 -3.95 -1.21 -0.027
H 3.58 -4.96 0.11 -0.023
H -2.30 -1.93 5.12 0.118
H -0.06 -0.52 2.59 0.065
H 4.26 -1.37 -6.33 0.099
H 3.93 -3.67 -7.16 0.088
H -0.59 0.62 1.36 0.030
H -1.94 -2.86 1.72 0.069
H 5.11 2.92 2.94 0.129
H 0.36 -3.32 -1.63 -0.002
H -1.73 2.66 1.02 0.119
H 2.83 1.05 3.65 0.124
H -1.70 3.08 -7.27 0.061
H -2.82 -2.86 -4.04 0.103
H -0.28 -2.94 2.29 0.052
H -0.71 -3.63 0.72 0.057
H -3.33 4.65 0.75 0.100
H -3.40 3.72 4.33 0.131
H 3.05 -0.76 -1.54 -0.002
H 0.82 -4.70 -0.61 0.008
H -4.47 -1.32 4.07 0.106
H 6.97 0.83 4.66 0.108


--- B ---
130
Properties=species:S:1:pos:R:3:lowdin_charge:R:1 method="wB97M-V/def2-TZVPD" homo_lumo_gap_ev="4.982 / 2.877" lumo_ev="3.1194 / 3.1194" homo_ha="-0.0684 / 0.0089" charge=-2
Tl 0.36 -1.32 0.26 0.876
Br 8.30 -0.24 -0.32 0.685
Ge -0.71 1.66 -7.36 0.841
O -4.24 4.82 -0.38 0.084
O 3.05 -0.28 -0.56 -0.151
O 2.84 -2.33 0.99 -0.048
N -2.44 3.29 -4.98 -0.135
N -1.49 -3.69 0.68 -0.043
N 1.05 -3.89 -0.78 -0.030
N 6.09 -4.49 2.54 0.170
N -6.37 5.49 -0.22 0.040
N -1.70 4.35 -5.41 0.110
N -0.24 2.84 -4.52 0.006
N 0.29 2.41 3.03 0.128
N 0.37 1.65 0.79 0.060
N -5.77 5.74 0.96 0.052
N 0.87 0.01 2.53 -0.103
N 0.37 3.41 2.14 -0.142
N 3.90 -4.32 2.29 0.180
C -2.92 6.38 4.05 -0.107
C 0.18 1.21 2.20 -0.530
C 4.20 -0.80 -0.13 -0.201
C 5.55 -5.54 3.25 -0.188
C -2.67 -3.79 1.51 -0.208
C 0.13 -4.90 -0.63 -0.370
C -5.65 4.59 -2.38 -0.169
C 6.48 -2.07 0.86 -0.098
C 5.06 -3.78 1.99 -0.227
C -0.48 4.11 -5.12 -0.209
C 3.06 0.99 -1.18 -0.066
C -0.56 1.68 -5.41 -0.273
C -4.87 3.71 -4.51 -0.236
C 0.34 0.02 4.97 -0.063
C 0.83 0.59 -7.97 -0.229
C -2.33 -3.88 2.99 -0.195
C 3.30 -6.33 3.66 0.003
C -4.51 5.34 0.87 -0.319
C -1.58 2.26 -4.48 -0.250
C 4.07 -1.94 0.69 -0.186
C -1.12 -3.42 3.49 -0.027
C -3.25 -4.43 3.88 -0.064
C 5.24 -7.45 4.60 -0.112
C 1.41 -0.15 3.87 -0.671
C 3.85 -7.34 4.42 -0.102
C -3.52 5.47 1.89 -0.152
C 6.57 -0.95 0.09 -0.679
C -3.81 3.13 -5.42 -0.131
C 0.62 -6.10 -1.18 -0.113
C 0.18 4.77 2.61 -0.113
C -1.09 -4.76 0.11 -0.144
C -5.46 4.96 -1.03 -0.317
C -1.26 5.23 2.74 -0.217
C -1.74 -4.08 5.72 -0.106
C 2.10 -4.45 -1.40 -0.234
C -7.17 4.40 -4.26 -0.129
C -3.87 6.14 3.09 -0.051
C -6.94 4.76 -2.95 -0.067
C 1.97 -1.56 3.97 -0.073
C 0.40 2.93 0.85 -0.191
C 6.12 -6.56 4.01 -0.036
C -2.20 4.99 1.75 0.022
C 5.22 -2.59 1.17 -0.061
C -0.78 3.36 -8.35 -0.224
C 5.45 -0.29 -0.42 -0.051
C -0.82 -3.53 4.84 -0.086
C -1.60 5.94 3.88 -0.080
C -2.97 -4.52 5.24 -0.110
C -2.34 0.68 -7.84 -0.216
C -6.15 3.87 -5.05 -0.109
C 4.17 -5.42 3.07 -0.197
C 2.58 0.83 4.16 -0.066
C -4.62 4.06 -3.20 0.009
C 1.89 -5.81 -1.68 -0.151
H 2.01 1.24 -1.36 0.077
H -0.86 6.13 4.65 0.094
H 2.84 -1.67 3.33 0.057
H 0.65 4.79 3.59 0.113
H -2.25 0.28 -8.85 0.012
H -1.55 4.01 -7.94 -0.002
H 0.48 3.60 0.01 0.125
H -8.16 4.54 -4.69 0.086
H 7.19 -6.65 4.14 0.101
H 2.98 -3.86 -1.63 0.083
H -0.07 0.78 -5.04 0.091
H 2.27 -1.78 5.00 0.081
H 3.60 0.96 -2.14 0.095
H -4.21 -4.79 3.51 0.103
H -7.73 5.17 -2.33 0.089
H -4.00 2.06 -5.56 0.122
H 2.23 -6.23 3.53 0.119
H -1.92 1.72 -3.61 0.152
H 3.51 1.74 -0.53 0.104
H -1.00 3.14 -9.39 0.014
H 7.38 -2.55 1.21 0.091
H -3.23 1.31 -7.79 0.005
H 2.96 0.68 5.18 0.066
H 2.25 1.85 4.05 0.046
H 3.20 -8.06 4.90 0.095
H 0.13 -3.17 5.21 0.087
H -3.20 6.91 4.96 0.090
H -0.06 1.04 4.96 0.054
H -0.48 -0.68 4.80 0.065
H 5.64 -8.26 5.20 0.092
H 0.17 3.90 -8.30 0.014
H -0.94 1.00 2.25 0.141
H 0.73 0.32 -9.02 0.012
H -4.89 6.48 3.20 0.096
H 1.76 1.14 -7.84 0.015
H -3.29 -4.65 1.25 0.105
H 0.73 5.45 1.96 0.123
H -1.69 -5.68 0.19 0.117
H 2.58 -6.49 -2.17 0.061
H -1.94 4.44 0.86 0.108
H -6.34 3.59 -6.08 0.086
H 5.57 0.59 -1.03 0.099
H 7.07 -4.27 2.46 0.146
H -3.27 -2.89 1.37 0.119
H 0.10 -7.06 -1.19 0.076
H -0.41 -2.97 2.81 0.073
H 2.88 -3.15 1.55 0.077
H 0.77 -0.17 5.97 0.067
H -2.48 -0.17 -7.16 0.022
H -3.89 3.61 -6.40 0.114
H -1.51 -4.16 6.77 0.091
H 0.88 -0.32 -7.38 0.018
H -3.62 3.94 -2.79 0.107
H 0.30 4.83 -5.27 0.106
H 3.39 0.64 3.45 0.065
H -3.70 -4.94 5.92 0.090
H 1.22 -2.29 3.66 0.040


--- C ---
130
Properties=species:S:1:pos:R:3:lowdin_charge:R:1 method="wB97M-V/def2-TZVPD" homo_lumo_gap_ev="3.352 / 3.049" lumo_ev="3.1573 / 3.1574" homo_ha="-0.0071 / 0.0040" charge=-2
Tl 0.36 1.13 -0.38 0.887
Br -5.12 6.95 0.43 0.632
Ge 1.57 0.69 -5.50 0.826
O -2.72 -6.32 2.06 0.077
O -1.89 2.98 -0.88 -0.226
O -0.99 2.66 1.59 -0.108
N 0.67 -1.21 1.41 0.017
N -0.73 -5.85 -2.60 -0.144
N 1.20 -2.80 2.90 0.109
N 0.15 -2.08 3.34 -0.126
N -4.29 -7.86 2.40 0.045
N -2.27 5.26 4.76 0.126
N 1.09 3.88 -0.45 -0.021
N 2.43 0.78 -2.57 -0.020
N -1.05 3.43 4.24 0.152
N -0.96 -3.71 -2.25 0.074
N -4.37 -6.97 3.40 0.056
N 1.85 2.01 1.59 -0.056
N -1.72 -5.48 -3.43 0.102
C -0.29 -4.79 -1.91 -0.178
C -0.05 3.03 6.52 -0.053
C -3.12 -4.96 4.05 -0.151
C -1.84 -7.46 -0.38 0.002
C -1.93 4.41 3.77 -0.276
C -2.84 -8.08 0.40 -0.170
C -1.68 -3.13 4.74 -0.220
C -1.61 4.82 5.87 -0.264
C -0.34 0.26 -5.67 -0.206
C -0.42 -2.30 4.65 -0.087
C 3.61 2.19 3.01 -0.119
C 3.71 -0.57 -1.05 -0.051
C -1.96 -9.21 -2.03 -0.097
C -3.91 -4.74 5.21 -0.047
C 3.33 -0.37 -2.52 -0.633
C -3.38 4.80 -0.23 -0.122
C -1.82 -4.19 -3.18 -0.238
C 0.71 4.94 -1.35 -0.172
C -3.38 -9.31 -0.07 -0.058
C -2.94 -9.85 -1.25 -0.123
C -3.44 -6.06 3.20 -0.322
C -0.83 3.67 5.58 -0.208
C 2.55 3.15 1.29 -0.361
C 3.65 3.29 2.16 -0.080
C 2.54 -0.71 -6.49 -0.232
C -3.82 5.61 0.83 -0.703
C -2.42 3.83 0.08 -0.245
C -0.16 -1.14 2.43 -0.147
C 1.64 5.22 -2.52 -0.194
C -0.41 -7.26 -2.43 -0.094
C -3.30 -7.48 1.59 -0.319
C -3.38 5.49 2.11 -0.110
C 2.49 1.44 2.63 -0.199
C -1.59 5.33 7.17 -0.055
C 2.12 4.07 0.29 -0.137
C 3.25 5.78 -4.74 -0.116
C 1.46 -2.26 1.73 -0.227
C -2.46 -2.93 5.88 -0.078
C -2.02 -4.11 3.82 0.024
C -2.39 4.50 2.44 -0.106
C -2.30 3.16 -2.21 -0.112
C 4.58 -0.05 -3.35 -0.036
C 2.76 4.45 -2.79 -0.051
C -0.81 4.68 8.13 -0.152
C -3.58 -3.74 6.09 -0.100
C 1.84 1.18 -3.60 -0.261
C -0.05 3.56 7.82 -0.152
C -1.43 -8.00 -1.58 -0.242
C 2.12 6.55 -4.48 -0.100
C -1.93 3.67 1.36 -0.191
C 3.56 4.73 -3.89 -0.095
C 1.89 2.35 -6.51 -0.222
C 1.33 6.27 -3.38 -0.050
C 2.67 -1.65 -3.05 -0.030
H -3.74 6.12 2.91 0.089
H 2.81 -0.66 -0.44 0.035
H 2.59 -1.64 -4.13 0.034
H -2.17 6.21 7.42 0.091
H -4.15 -9.80 0.51 0.095
H 4.30 0.17 -4.38 0.049
H 1.61 2.20 -7.55 0.014
H 0.59 -7.32 -1.99 0.123
H -3.36 -10.79 -1.60 0.087
H -0.28 4.69 -1.76 0.090
H -0.95 -0.41 2.55 0.143
H 2.28 -2.60 1.11 0.098
H 0.45 6.88 -3.18 0.114
H 1.86 7.37 -5.15 0.095
H 0.50 -4.84 -1.17 0.125
H -3.78 4.92 -1.22 0.067
H -0.37 -7.70 -3.43 0.113
H -1.73 2.45 -2.80 0.074
H 3.62 -0.64 -6.39 0.010
H 3.00 3.61 -2.15 0.097
H 1.66 -1.74 -2.63 0.088
H 3.87 6.01 -5.60 0.093
H -4.76 -5.38 5.38 0.100
H -1.64 -9.64 -2.97 0.084
H -0.59 -1.32 5.10 0.125
H 4.32 -1.46 -0.92 0.084
H -2.54 -3.56 -3.69 0.094
H 0.58 5.88 -0.80 0.133
H 5.09 0.83 -2.93 0.084
H 0.54 3.08 8.59 0.078
H 2.12 0.52 3.07 0.081
H -0.94 0.94 -5.07 0.011
H -2.09 4.18 -2.57 0.084
H -1.43 -6.52 -0.03 0.103
H 2.27 -0.58 -7.54 0.017
H 4.44 4.13 -4.09 0.099
H -0.54 -0.75 -5.31 0.019
H 4.29 1.96 3.82 0.075
H 2.70 4.99 0.22 0.137
H 2.94 2.65 -6.47 0.012
H 0.55 2.16 6.27 0.093
H -0.68 2.70 3.68 0.125
H 5.28 -0.89 -3.33 0.087
H -0.09 3.02 1.56 0.041
H 2.22 -1.71 -6.18 0.012
H -0.66 0.34 -6.70 0.019
H -2.20 -2.15 6.58 0.101
H 1.30 3.18 -6.10 0.018
H 0.35 -2.80 5.23 0.130
H 3.25 -2.52 -2.76 0.086
H -1.40 -4.29 2.95 0.112
H 1.22 2.08 -3.42 0.055
H 4.36 4.10 2.15 0.088
H 4.26 0.30 -0.68 0.088
H -3.37 2.96 -2.34 0.097
H -4.18 -3.58 6.98 0.095
H -0.79 5.07 9.15 0.078


Stability summary: most stable C, least stable B.